[1]
64
Properties=species:S:1:pos:R:3:forces:R:3:lowdin_charge:R:1 method="wB97M-V/def2-TZVPD" max_force_ha_per_bohr=0.0463 e_homo_ev=-6.96 orbital_gap_ev=6.779
Mg 0.443 0.040 -0.229 -0.57 -0.40 0.19 0.34
C -2.574 2.836 1.511 0.22 -0.24 -0.17 0.00
C -1.756 1.937 0.624 -0.16 0.09 1.08 -0.25
N -0.942 1.054 1.083 -0.22 0.14 -0.54 0.00
N -0.754 0.853 2.369 -0.68 0.62 1.05 -0.11
C 0.400 0.091 2.782 0.61 -0.27 -0.02 -1.21
N 0.614 0.413 4.156 -0.21 -0.10 0.50 -0.01
S 1.851 0.394 1.771 0.05 0.14 0.08 0.52
C -1.848 2.022 -0.824 -0.20 0.34 -0.96 -0.22
C -2.444 3.097 -1.495 0.08 -0.22 0.26 0.00
C -2.451 3.102 -2.876 0.14 -0.27 -0.12 -0.05
C -1.864 2.045 -3.558 -0.06 0.12 0.16 -0.03
C -1.295 1.024 -2.812 -0.15 0.02 -0.47 -0.10
N -1.294 1.008 -1.495 0.00 0.24 0.32 0.06
H -2.981 2.265 2.346 0.02 0.00 0.07 0.08
H -3.406 3.266 0.964 -0.07 0.04 0.01 0.07
H -1.962 3.650 1.903 0.01 0.05 0.12 0.10
H -0.965 1.593 3.040 0.09 -0.06 -0.33 0.14
H 0.102 -0.190 4.793 0.10 0.05 -0.09 0.07
H 1.602 0.384 4.378 -0.12 -0.06 -0.09 0.06
H -2.875 3.928 -0.958 0.00 -0.01 0.09 0.11
H -2.904 3.920 -3.416 0.00 0.07 -0.04 0.11
H -1.832 2.026 -4.634 0.00 -0.07 -0.13 0.11
H -0.826 0.174 -3.293 0.09 -0.04 -0.08 0.12
C -2.868 -1.526 -0.173 -0.03 0.00 0.13 0.01
C -1.829 -2.013 -1.106 -0.27 -0.05 0.09 -0.39
N -0.547 -1.728 -1.073 -0.21 0.36 0.21 0.02
C 0.045 -2.452 -2.064 0.06 -0.52 -0.51 -0.12
C -0.899 -3.178 -2.720 0.27 -0.12 -0.20 -0.07
N -2.086 -2.891 -2.100 -0.07 0.05 0.06 0.11
H -2.909 -0.440 -0.181 -0.05 0.06 0.00 0.07
H -2.614 -1.843 0.840 -0.05 0.01 -0.01 0.05
H -3.844 -1.925 -0.441 -0.08 0.00 0.01 0.09
H 1.105 -2.415 -2.218 0.11 0.03 -0.12 0.09
H -0.846 -3.848 -3.553 0.08 -0.14 -0.12 0.11
H -2.986 -3.266 -2.346 0.03 0.05 0.11 0.16
C -3.830 -5.883 5.574 0.02 0.05 -0.04 -0.05
C -2.903 -4.943 4.865 0.00 0.09 -0.02 -0.28
C -1.623 -5.326 4.502 -0.15 0.01 0.09 -0.02
C -0.769 -4.474 3.821 0.13 0.03 -0.04 -0.34
C 0.605 -4.960 3.477 0.10 0.01 0.04 -0.12
C -1.196 -3.186 3.474 0.07 0.37 -0.25 -0.38
Te 0.197 -2.035 2.208 -0.21 -0.63 0.92 1.40
C -2.474 -2.780 3.863 -0.05 0.16 -0.11 -0.31
C -3.011 -1.405 3.575 0.17 -0.08 -0.03 -0.07
C -3.307 -3.659 4.544 0.13 -0.11 0.04 -0.03
H -3.310 -6.793 5.863 -0.03 -0.09 0.06 0.07
H -4.660 -6.152 4.921 -0.08 -0.08 0.03 0.08
H -4.244 -5.415 6.466 -0.05 -0.04 0.07 0.08
H -1.279 -6.316 4.767 0.09 -0.16 0.00 0.11
H 0.782 -5.948 3.895 0.01 -0.08 -0.03 0.07
H 1.349 -4.269 3.873 0.10 -0.06 -0.08 0.06
H 0.736 -5.003 2.396 0.15 -0.08 -0.04 0.06
H -2.249 -0.793 3.096 -0.15 0.13 -0.02 0.02
H -3.326 -0.925 4.503 0.00 0.09 -0.02 0.09
H -3.884 -1.469 2.922 -0.04 0.08 -0.03 0.08
H -4.296 -3.330 4.834 -0.14 0.09 0.03 0.12
Cl 2.835 2.114 -3.759 0.15 0.31 -0.20 0.62
C 3.088 0.589 -2.929 0.09 0.08 0.19 -0.99
Cl 2.874 -0.758 -4.050 0.07 -0.29 -0.31 0.61
C 2.090 0.410 -1.767 1.65 0.60 -1.61 -0.82
O 2.084 -0.696 -1.231 0.07 -1.24 0.58 -0.09
O 1.369 1.363 -1.463 -0.66 0.95 0.30 -0.06
H 4.118 0.557 -2.566 -0.24 -0.01 -0.04 0.08



[2]
59
Properties=species:S:1:pos:R:3:forces:R:3:mulliken_spin:R:1 method="wB97M-V/def2-TZVPD" spin_multiplicity=2 max_force_ha_per_bohr=0.0292 total_charge=+1 e_homo_ev="-11.55 / -11.51" orbital_gap_ev="7.404 / 7.694"
Cr -0.060 -0.548 1.029 -1.14 -0.60 -0.44 1.07
C 0.861 1.679 -3.420 -0.10 0.02 0.03 -0.01
C 0.101 1.367 -2.161 -0.13 0.01 0.30 0.00
C -1.129 0.687 -2.212 -0.07 0.00 0.28 -0.01
C -1.614 0.113 -3.515 0.01 -0.04 0.04 0.00
C -1.920 0.592 -1.066 0.18 -0.02 0.05 0.00
C -3.322 0.057 -1.141 0.09 -0.03 -0.05 -0.01
C -1.469 1.130 0.173 0.14 0.55 -0.58 0.01
C -2.495 1.432 1.239 0.13 -0.29 0.19 0.02
C -0.182 1.734 0.243 -0.44 0.59 -0.37 -0.02
C 0.159 2.667 1.386 0.07 -0.17 0.01 0.01
C 0.596 1.833 -0.943 -0.11 -0.28 0.12 0.04
C 1.913 2.556 -0.935 -0.01 -0.05 0.14 0.00
H 1.703 0.997 -3.558 0.06 0.03 -0.09 0.00
H 1.251 2.692 -3.371 0.14 0.02 -0.03 0.00
H 0.224 1.634 -4.298 0.06 -0.05 -0.02 0.00
H -2.322 0.791 -3.990 -0.10 0.00 -0.13 0.00
H -2.117 -0.838 -3.363 -0.03 -0.05 -0.03 0.00
H -0.802 -0.060 -4.213 0.01 -0.02 -0.03 0.00
H -3.527 -0.629 -0.322 -0.10 -0.04 0.03 0.00
H -3.527 -0.457 -2.073 -0.01 -0.03 0.01 0.00
H -4.027 0.886 -1.071 -0.12 0.00 0.07 0.00
H -2.948 2.404 1.036 0.01 0.09 -0.03 0.00
H -2.060 1.469 2.231 -0.08 0.00 0.10 0.00
H -3.290 0.697 1.260 -0.09 -0.07 0.04 0.00
H 1.201 2.593 1.688 -0.01 0.05 0.02 0.00
H -0.444 2.482 2.266 0.03 0.04 0.06 0.00
H -0.029 3.693 1.067 0.04 0.05 -0.05 0.00
H 1.784 3.578 -1.295 0.04 0.07 -0.05 0.00
H 2.632 2.060 -1.583 0.07 0.03 -0.06 0.00
H 2.348 2.617 0.056 0.03 0.01 0.04 0.00
Cl 2.408 -0.161 1.015 0.76 -0.22 -0.74 0.01
C 1.972 0.140 2.658 -0.51 0.22 0.86 -0.01
C 0.599 0.079 2.846 0.59 -0.18 0.13 -0.04
C 0.170 0.251 4.156 0.25 -0.05 -0.20 0.01
Cl -1.506 0.143 4.525 -0.37 0.03 0.13 0.00
C 1.068 0.502 5.199 -0.02 0.05 -0.01 0.00
Cl 0.497 0.725 6.801 0.00 -0.01 -0.06 0.00
C 2.441 0.566 4.947 0.00 0.02 -0.19 0.00
Cl 3.539 0.878 6.222 0.04 -0.01 -0.05 0.00
C 2.913 0.377 3.644 0.11 -0.05 0.23 0.01
Cl 4.594 0.413 3.297 -0.12 0.00 -0.10 0.00
Cl -0.170 -2.622 1.997 0.93 -1.04 0.55 -0.02
C -1.604 -1.715 1.655 -0.63 0.52 -0.34 -0.06
H -2.121 -1.501 2.585 0.10 0.25 -0.05 0.00
H -2.245 -2.295 0.994 0.08 0.21 -0.21 0.01
C 1.733 -3.088 -2.121 -0.03 0.06 0.10 0.00
C 0.713 -3.979 -1.396 -0.05 0.19 0.07 0.00
C -0.474 -3.034 -1.246 -0.14 -0.70 0.10 0.00
O 0.122 -1.774 -0.939 0.15 0.56 0.79 -0.02
C 1.211 -1.660 -1.859 0.55 0.09 -0.49 0.00
H 1.749 -3.293 -3.190 0.03 0.02 0.02 0.00
H 2.739 -3.234 -1.732 -0.01 0.04 -0.03 0.00
H 1.086 -4.267 -0.411 -0.08 0.03 -0.02 0.00
H 0.472 -4.886 -1.942 -0.08 -0.03 -0.07 0.00
H -1.157 -3.315 -0.450 -0.02 0.05 -0.02 0.00
H -1.029 -2.940 -2.185 -0.01 0.03 0.02 0.00
H 1.964 -1.000 -1.429 -0.13 0.01 -0.08 0.00
H 0.831 -1.217 -2.785 0.06 0.03 0.12 0.00



[3]
59
Properties=species:S:1:pos:R:3:forces:R:3:mulliken_spin:R:1 method="wB97M-V/def2-TZVPD" spin_multiplicity=5 max_force_ha_per_bohr=0.0359 total_charge=+3 e_homo_ev="-17.75 / -17.75" orbital_gap_ev="9.398 / 4.636"
Co -0.481 -0.251 -0.041 -1.75 -0.52 0.25 2.79
C -2.359 1.997 0.906 0.05 0.51 0.50 -0.02
C -1.136 2.263 1.793 -0.19 -0.22 -0.10 0.04
C -0.740 1.094 2.655 0.04 0.41 0.42 -0.01
C -0.608 1.242 4.034 -0.02 -0.22 -0.21 0.00
C -0.176 0.172 4.799 -0.08 0.01 -0.12 0.00
C 0.102 -1.032 4.165 0.00 -0.06 -0.22 0.00
C -0.070 -1.111 2.796 0.13 -0.27 0.43 0.00
N -0.476 -0.073 2.059 0.28 0.14 -0.56 0.05
N -2.079 1.208 -0.303 0.64 -0.60 -0.17 0.07
C -1.564 2.032 -1.406 -0.04 0.34 -0.15 -0.02
C -0.939 1.171 -2.479 0.00 0.20 -0.39 0.03
C -0.693 1.663 -3.754 -0.06 -0.15 0.14 0.01
C -0.127 0.825 -4.702 -0.05 -0.01 0.16 0.00
C 0.130 -0.498 -4.365 -0.09 -0.06 0.20 0.00
C -0.137 -0.913 -3.071 0.26 -0.24 -0.47 0.00
N -0.630 -0.089 -2.146 0.25 0.47 0.62 0.06
C -3.282 0.469 -0.739 -0.25 -0.10 -0.23 0.01
C -3.302 -0.966 -0.288 -0.34 -0.27 0.11 0.01
C -4.495 -1.680 -0.276 0.21 0.18 0.01 0.00
C -4.477 -3.033 0.016 0.15 0.04 -0.02 0.00
C -3.260 -3.633 0.312 0.07 0.13 -0.01 0.00
C -2.121 -2.851 0.317 -0.22 -0.54 0.04 0.01
N -2.136 -1.553 0.014 0.37 0.60 -0.05 0.05
H -3.101 1.468 1.505 -0.03 -0.03 -0.10 0.00
H -2.790 2.964 0.621 -0.09 -0.15 -0.03 0.01
H -0.276 2.559 1.183 0.01 0.17 0.00 -0.01
H -1.377 3.101 2.448 0.12 0.04 -0.12 0.00
H -0.834 2.190 4.495 -0.04 0.12 0.04 0.00
H -0.064 0.270 5.869 0.02 0.01 0.07 0.00
H 0.447 -1.894 4.714 -0.03 -0.08 0.06 0.00
H 0.124 -2.037 2.267 0.00 -0.03 0.02 0.00
H -2.372 2.632 -1.850 0.14 0.01 0.08 0.00
H -0.817 2.735 -1.022 -0.09 -0.02 0.04 -0.01
H -0.944 2.683 -3.997 -0.06 0.14 -0.03 0.00
H 0.096 1.195 -5.691 -0.02 0.02 -0.11 0.00
H 0.527 -1.195 -5.086 0.01 -0.06 -0.04 0.00
H 0.038 -1.938 -2.768 0.07 0.01 0.03 0.00
H -4.189 0.986 -0.405 0.14 -0.05 -0.05 0.00
H -3.322 0.451 -1.833 0.04 0.09 0.10 0.00
H -5.423 -1.177 -0.506 -0.07 0.04 -0.03 0.00
H -5.392 -3.609 0.004 -0.02 -0.02 0.03 0.00
H -3.195 -4.686 0.530 0.03 -0.12 0.07 0.00
H -1.160 -3.287 0.554 0.06 -0.03 0.01 0.00
C 4.404 0.831 -1.911 0.07 0.29 -0.89 0.00
N 4.431 0.241 -0.611 -1.08 0.06 0.60 0.10
C 5.684 -0.177 -0.015 0.92 -0.41 0.10 -0.01
C 5.273 -0.692 1.371 0.73 -0.09 0.37 0.00
N 3.821 -0.580 1.329 -0.65 0.07 -0.17 -0.01
C 3.409 -0.012 0.199 1.45 -0.36 0.36 -0.01
S 1.802 0.443 -0.185 -0.13 0.46 -0.43 0.80
H 5.202 1.571 -1.989 -0.08 -0.02 0.05 0.00
H 3.444 1.312 -2.089 -0.03 0.03 -0.04 0.01
H 4.575 0.070 -2.678 -0.06 0.05 0.04 0.01
H 6.376 0.670 0.030 -0.17 -0.04 -0.01 0.01
H 6.156 -0.949 -0.633 -0.13 0.10 0.08 0.00
H 5.676 -0.075 2.180 -0.08 -0.09 -0.12 0.00
H 5.575 -1.727 1.543 -0.07 0.12 -0.03 0.00
H 3.252 -0.789 2.132 -0.25 0.05 -0.10 0.00



[4]
58
Properties=species:S:1:pos:R:3:forces:R:3:mulliken_spin:R:1 method="wB97M-V/def2-TZVPD" spin_multiplicity=5 max_force_ha_per_bohr=0.0540 total_charge=-1 e_homo_ev="-3.16 / -4.15" orbital_gap_ev="5.740 / 6.727"
C 1.961 0.013 0.607 1.14 0.62 -0.26 0.12
C 2.131 -0.720 -0.612 0.60 0.94 0.04 -0.04
C 1.925 0.186 -1.706 0.65 0.70 0.17 -0.03
H 2.422 -1.766 -0.700 -0.18 0.40 0.05 0.01
C 1.547 1.464 -1.148 1.21 -0.38 -0.07 0.01
C 1.603 1.351 0.277 1.22 -0.74 -0.59 0.04
H 1.349 2.376 -1.698 0.08 -0.19 0.13 0.00
C -1.238 -1.537 1.413 -0.17 -0.92 -1.30 0.00
C -0.158 -2.310 0.914 -1.18 -0.14 0.06 0.03
C -0.268 -2.402 -0.506 -1.16 0.56 -0.02 0.01
H 0.570 -2.812 1.541 0.04 0.10 -0.16 0.00
C -1.457 -1.656 -0.900 0.71 -0.35 1.49 0.07
C -2.010 -1.068 0.306 0.37 -1.46 -0.59 0.02
H 2.108 -0.029 -2.754 -0.24 -0.01 0.14 -0.02
H 1.546 2.189 0.958 -0.47 -0.33 -0.02 0.00
H 2.133 -0.367 1.609 -0.38 0.07 -0.30 0.02
H -2.968 -0.552 0.341 0.46 0.09 0.19 0.00
H 0.312 -3.040 -1.178 -0.06 0.43 0.30 -0.01
H -1.547 -1.474 2.445 0.36 0.44 -0.08 0.00
Cr 0.064 -0.048 -0.633 -1.29 -0.75 2.34 3.69
C -1.944 -1.366 -2.288 0.13 0.56 -0.13 -0.05
C -3.462 -1.520 -2.331 -0.39 -0.17 -0.42 0.01
C -1.264 -2.238 -3.351 -0.16 -0.01 -0.14 0.00
H -3.762 -2.536 -2.044 0.19 0.16 0.13 0.00
H -3.812 -1.311 -3.344 -0.13 -0.23 0.42 0.00
H -3.943 -0.807 -1.653 0.05 -0.16 -0.03 0.00
H -1.363 -3.304 -3.111 -0.01 0.20 -0.01 0.00
H -0.194 -2.003 -3.449 -0.16 -0.07 0.14 0.00
H -1.741 -2.050 -4.321 0.12 -0.10 0.14 0.00
C -1.521 0.124 -2.554 -0.27 0.16 -0.86 0.17
C -2.068 0.703 -3.840 -0.61 -0.53 -0.66 0.00
H -0.402 0.162 -2.648 -0.78 0.12 0.00 -0.09
H -1.877 0.781 -1.730 0.23 -0.23 -0.28 -0.02
O -3.005 0.167 -4.428 0.46 0.82 -0.27 0.01
N -1.511 1.819 -4.400 -0.02 0.72 -0.17 0.00
C -0.332 2.591 -4.052 -0.22 -0.14 0.11 0.02
H -1.988 2.134 -5.237 -0.04 -0.36 0.21 0.00
C 0.963 1.984 -4.552 0.33 -0.13 -0.27 -0.01
C 2.163 2.626 -4.231 0.10 -0.28 -0.08 0.00
H 2.119 3.577 -3.693 0.13 -0.34 -0.03 0.00
C 3.388 2.054 -4.575 -0.19 -0.01 -0.16 0.00
H 4.317 2.545 -4.275 -0.29 -0.19 -0.13 0.00
C 3.419 0.852 -5.297 -0.18 0.02 0.08 0.00
H 4.376 0.395 -5.559 -0.32 0.14 0.10 0.00
C 2.220 0.243 -5.684 -0.09 0.36 0.10 0.00
H 2.225 -0.683 -6.262 0.06 0.30 0.16 0.00
C 0.991 0.821 -5.331 0.31 0.08 0.12 0.00
H 0.055 0.375 -5.676 0.31 0.02 0.28 0.00
H -0.283 2.751 -2.963 0.01 -0.12 -0.31 0.01
H -0.448 3.583 -4.515 -0.04 -0.22 0.23 0.00
C -0.510 3.040 3.024 -0.18 0.10 0.08 0.00
S -1.034 1.474 2.321 0.22 -0.81 -1.22 -0.01
O 0.000 0.515 2.743 -0.68 1.11 0.09 0.00
O -2.381 1.180 2.799 0.50 0.40 0.13 0.00
O -1.023 1.722 0.833 0.01 -0.11 1.18 0.02
H -0.917 3.105 4.035 0.07 0.01 -0.11 0.00
H -0.893 3.851 2.401 -0.01 -0.09 0.13 0.00
H 0.582 3.063 3.061 -0.19 -0.04 -0.10 0.00